{"formula": "C2H2N2O3", "method": "ωB97M-V/def2-TZVPD", "elements": ["C", "C", "H", "H", "N", "N", "O", "O", "O"], "positions_angstrom": [[-0.288713, 0.618042, -0.315060], [0.651455, -1.256335, 0.389450], [-1.153929, 2.088668, -1.086362], [-0.069289, 0.190611, 1.755530], [-0.023672, -0.003177, -1.411373], [0.090319, -0.069225, 0.799995], [-0.889451, 1.789712, -0.193382], [0.585345, -1.205551, -0.972668], [1.097935, -2.152744, 1.033869]], "forces_ev_per_angstrom": [[0.079, -0.521, -0.146], [-0.064, -0.006, -0.453], [0.161, -0.116, 0.456], [0.018, 0.036, 0.066], [-0.066, 0.281, 0.492], [-0.172, 0.440, 0.084], [-0.216, 0.326, -0.506], [0.181, -0.324, -0.080], [0.079, -0.114, 0.087]], "lumo_ha": 0.0121, "spin_multiplicity": 1, "homo_lumo_gap_ev": 10.18, "molar_mass_da": 102.0, "e_above_lowest_kcal_mol": 10.6, "smiles": "O=c1[nH]c(O)no1", "homo_ha": -0.3619}

{"formula": "C2H2N2O3", "method": "ωB97M-V/def2-TZVPD", "elements": ["C", "C", "H", "H", "N", "N", "O", "O", "O"], "positions_angstrom": [[0.952190, -0.174838, -0.009375], [-1.171169, -0.118441, -0.052641], [2.378937, -1.460236, 0.358148], [1.136283, 1.744251, 0.377441], [-0.010573, -0.915200, -0.012246], [0.618134, 1.120727, -0.178294], [2.286620, -0.450509, -0.001103], [-2.264711, -0.696356, -0.000424], [-0.828692, 1.151486, 0.122812]], "forces_ev_per_angstrom": [[3.722, 1.169, -0.788], [-2.340, -5.445, 1.712], [-0.416, 3.486, -1.435], [0.185, 1.419, 0.991], [-2.540, -3.687, -0.135], [-1.412, 1.378, -0.453], [-0.967, -3.179, 1.614], [2.032, 3.252, -0.619], [1.736, 1.609, -0.886]], "lumo_ha": 0.0035, "spin_multiplicity": 1, "homo_lumo_gap_ev": 10.65, "molar_mass_da": 102.0, "e_above_lowest_kcal_mol": 44.1, "smiles": "O=c1nc(O)[nH]o1", "homo_ha": -0.3880}

{"formula": "C2H2N2O3", "method": "ωB97M-V/def2-TZVPD", "elements": ["C", "C", "H", "H", "N", "N", "O", "O", "O"], "positions_angstrom": [[-0.797723, 0.348642, 0.421675], [1.101005, -0.367271, -0.219657], [-1.685818, 1.384149, 1.841751], [0.063379, -1.673296, -1.611353], [0.462734, 0.221937, 0.892326], [0.253736, -0.714899, -1.190727], [-1.828213, 0.980804, 0.900507], [2.254218, -0.383159, -0.068274], [-1.077573, -0.116188, -0.751445]], "forces_ev_per_angstrom": [[3.658, 0.716, 2.694], [-0.595, 1.605, 5.024], [0.121, -1.253, -2.591], [0.538, 1.796, 1.052], [-5.674, 0.709, -1.507], [-4.033, -0.774, -2.673], [-0.613, 1.370, 3.005], [4.963, -1.756, -2.308], [1.635, -2.413, -2.696]], "lumo_ha": 0.0077, "spin_multiplicity": 1, "homo_lumo_gap_ev": 10.33, "molar_mass_da": 102.0, "e_above_lowest_kcal_mol": 52.2, "smiles": "O=c1nc(O)o[nH]1", "homo_ha": -0.3719}

{"formula": "C2H2N2O3", "method": "ωB97M-V/def2-TZVPD", "elements": ["C", "C", "N", "N", "O", "O", "O", "H", "H"], "positions_angstrom": [[-0.251607, 0.048241, 1.103645], [-0.023386, 0.645464, -0.251010], [0.748656, 0.090319, -1.126242], [-0.997295, 0.007581, 2.001049], [-1.495199, -0.301636, 3.046979], [-0.578883, 1.725912, -0.488431], [1.386657, -1.111257, -1.059454], [0.591317, -1.674230, -1.210109], [0.619740, 0.569606, -2.016427]], "forces_ev_per_angstrom": [[0.067, 0.482, -1.629], [-2.514, 2.795, 3.082], [1.122, 0.770, -2.196], [0.839, -1.388, 1.278], [-0.465, 0.686, -0.527], [0.552, -1.324, 0.040], [-1.671, -0.921, -0.035], [1.357, -0.594, 0.154], [0.713, -0.506, -0.167]], "lumo_ha": 0.0040, "spin_multiplicity": 1, "homo_lumo_gap_ev": 10.23, "molar_mass_da": 102.0, "e_above_lowest_kcal_mol": 111.4, "homo_ha": -0.3721}

{"formula": "C2H2N2O3", "method": "ωB97M-V/def2-TZVPD", "elements": ["C", "C", "N", "N", "O", "O", "O", "H", "H"], "positions_angstrom": [[1.625517, -1.812318, 0.191414], [2.866232, 1.171478, -0.126506], [1.048676, -0.784866, 0.400921], [-0.288018, -0.246961, 0.412911], [2.467579, -2.620044, -0.054543], [3.848139, 0.664972, -0.427226], [1.862068, 1.622695, 0.204241], [-0.779393, 0.031104, -0.493308], [-0.175265, 0.597543, 0.966016]], "forces_ev_per_angstrom": [[1.930, -1.194, -0.956], [-0.346, -0.276, 0.297], [-2.238, 0.812, -0.532], [0.019, -0.175, 0.066], [-1.694, 0.850, 0.596], [1.252, -0.392, -0.480], [-0.672, 1.363, 0.152], [1.925, -0.853, 1.078], [-0.175, -0.135, -0.221]], "lumo_ha": 0.0123, "spin_multiplicity": 1, "homo_lumo_gap_ev": 9.93, "molar_mass_da": 102.0, "e_above_lowest_kcal_mol": 18.1, "smiles": "NN=C=O.O=C=O", "homo_ha": -0.3525}

{"formula": "C2H2N2O4", "method": "ωB97M-V/def2-TZVPD", "elements": ["C", "C", "N", "N", "O", "O", "O", "O", "H", "H"], "positions_angstrom": [[-0.714489, 0.779851, 0.268099], [-2.825389, -0.265978, -0.658520], [-1.473923, -0.096429, 0.004390], [3.205165, -0.663741, -0.287320], [-3.751654, -0.295663, 0.140381], [-0.009839, 1.689925, 0.543606], [-2.773079, -0.384743, -1.872099], [2.753057, -0.646531, 1.135396], [3.751299, 0.223721, -0.352582], [1.838854, -0.340412, 1.078651]], "forces_ev_per_angstrom": [[-0.766, 0.427, -0.379], [0.072, -0.135, 0.001], [0.573, -0.186, 0.256], [0.571, 0.205, -0.583], [-0.551, 0.080, 0.596], [0.262, -0.174, 0.176], [0.124, 0.050, -0.673], [-0.221, 0.108, 0.488], [-0.342, -0.364, 0.199], [0.278, -0.012, -0.082]], "lumo_ha": 0.2346, "spin_multiplicity": 1, "homo_lumo_gap_ev": 4.68, "molar_mass_da": 118.0, "charge": -2, "e_above_lowest_kcal_mol": 49.6, "homo_ha": 0.0627}

{"formula": "C2H2N2O4", "method": "ωB97M-V/def2-TZVPD", "elements": ["C", "C", "H", "H", "N", "N", "O", "O", "O", "O"], "positions_angstrom": [[-0.328230, -0.156276, 0.115508], [0.766092, 0.861214, -0.045503], [-3.567977, 0.227417, -0.179417], [2.077064, -1.481540, 0.870445], [-1.500286, 0.471124, -0.176705], [1.535795, -1.306064, 0.000060], [-2.716746, -0.435306, -0.051553], [0.076984, -1.431004, 0.184388], [1.983026, 0.118623, -0.387544], [0.483633, 2.106323, 0.270391]], "forces_ev_per_angstrom": [[-4.022, 3.068, -2.199], [-1.013, 4.946, 2.414], [3.658, -2.130, 0.388], [-1.270, 0.540, -0.012], [0.431, -3.893, 1.878], [1.698, -0.095, -1.518], [-0.284, 3.261, -0.722], [1.560, 1.467, 0.444], [-4.130, -0.018, 1.917], [3.372, -7.146, -2.591]], "lumo_ha": -0.0270, "spin_multiplicity": 1, "homo_lumo_gap_ev": 9.24, "molar_mass_da": 118.0, "e_above_lowest_kcal_mol": 147.7, "smiles": "O=c1o[nH]o/c1=N\\O", "homo_ha": -0.3666}

{"formula": "C2H2N2OP", "method": "ωB97M-V/def2-TZVPD", "elements": ["C", "C", "N", "N", "O", "P", "H", "H"], "positions_angstrom": [[-0.956790, -0.118141, -0.046267], [-0.296296, 0.593066, -1.018448], [-0.263892, -0.667118, 0.963430], [0.964887, -0.451525, 0.963363], [1.815480, -0.833092, 1.691597], [1.520456, 0.750489, -0.633315], [-2.023051, -0.296653, -0.035203], [-0.760794, 1.022974, -1.885157]], "forces_ev_per_angstrom": [[0.640, -0.919, 1.361], [5.154, 1.288, -0.291], [-3.063, -1.513, 1.494], [2.469, 2.238, -2.518], [-0.540, -0.350, 0.370], [-4.413, -0.901, -0.266], [-0.102, 0.001, 0.026], [-0.145, 0.157, -0.175]], "lumo_ha": [-0.3221, -0.3238], "spin_multiplicity": 1, "homo_lumo_gap_ev": [7.06, 6.96], "molar_mass_da": 101.0, "charge": 1, "e_above_lowest_kcal_mol": 61.6, "smiles": "O=[N+]1N=CC=P1", "homo_ha": [-0.5817, -0.5798]}